C26H44Cl2O2P2Sc | ωB97M-V/def2-TZVPD

```
77
Properties=species:S:1:pos:R:3:forces:R:3
Sc 1.579 -1.780 -0.370 3.1 -1.0 -5.6
C 3.240 -3.347 -0.158 -0.6 -0.9 0.5
C 2.099 -3.665 0.668 0.3 -1.6 -0.9
C 1.404 -3.688 -1.540 1.4 -0.6 0.0
C 2.813 -3.303 -1.509 -0.8 -2.2 -0.2
C 0.971 -3.920 -0.210 0.9 -0.8 0.6
C 4.645 -3.187 0.328 0.2 -0.1 0.0
H 4.680 -2.805 1.352 0.1 -0.1 -0.1
H 5.219 -2.511 -0.312 -0.2 -0.2 0.3
H 5.151 -4.161 0.321 -0.1 0.1 0.0
C 3.651 -3.039 -2.719 0.2 -1.1 -0.4
H 4.602 -2.572 -2.449 -0.6 -0.8 -0.4
H 3.121 -2.368 -3.403 0.3 -0.2 0.0
H 3.871 -3.975 -3.250 -0.3 -0.1 0.0
C 0.612 -3.936 -2.782 -0.1 0.2 0.0
H 0.855 -4.932 -3.175 -0.1 0.3 0.0
H 0.838 -3.188 -3.545 0.0 -0.2 -0.1
H -0.462 -3.900 -2.584 0.1 -0.1 -0.1
C -0.357 -4.476 0.202 -0.1 0.1 0.0
H -0.329 -5.574 0.196 0.0 0.2 0.0
H -1.150 -4.158 -0.479 0.0 -0.1 0.1
H -0.632 -4.165 1.214 0.0 -0.1 -0.1
C 2.143 -3.999 2.128 0.0 0.1 0.1
H 2.281 -5.081 2.262 0.0 0.2 0.0
H 1.217 -3.720 2.636 0.1 -0.1 0.1
H 2.971 -3.496 2.632 -0.1 -0.1 0.0
C 2.334 0.301 -0.170 1.9 2.5 3.4
C 2.915 -0.495 0.828 0.7 4.6 0.5
C 2.513 -0.456 2.288 -0.1 -0.4 -0.2
C 0.986 -0.513 2.458 0.1 0.0 -0.2
C 0.328 -1.327 1.347 -4.9 2.6 0.9
C -0.252 -0.748 0.193 -1.7 0.7 4.9
C -0.195 0.735 -0.097 0.6 -0.2 -0.6
C 1.231 1.321 0.065 -0.1 -0.1 0.4
H 2.932 0.441 2.770 -0.1 -0.1 -0.3
H 0.563 0.496 2.470 0.0 -0.2 -0.1
H 2.967 -1.314 2.796 0.0 0.2 -0.1
H 1.353 1.762 1.061 0.0 -0.1 -0.2
H 2.915 0.450 -1.073 -0.5 -0.4 0.1
H 3.935 -0.824 0.646 -0.4 -0.3 -0.3
H 1.360 2.136 -0.653 0.0 -0.2 0.1
H -0.522 0.886 -1.127 -0.1 0.1 0.1
H -1.080 -1.275 -0.277 0.4 -0.7 -0.4
H -0.900 1.276 0.554 0.0 -0.3 -0.1
H 0.738 -0.960 3.427 0.0 -0.1 -0.3
H -0.101 -2.268 1.679 0.4 -0.2 -0.4
P -3.187 3.845 0.435 0.7 0.3 0.2
P -6.165 2.990 -0.193 -0.7 0.0 -0.2
C -4.537 5.066 0.843 0.1 0.0 -0.1
C -5.825 4.808 0.050 -0.3 -0.1 0.1
H -4.151 6.065 0.605 -0.1 -0.1 0.2
H -4.733 5.043 1.924 0.1 -0.1 -0.2
H -6.682 5.227 0.592 0.1 0.1 -0.2
H -5.786 5.304 -0.930 0.0 -0.2 0.1
C -7.612 3.106 -1.351 0.0 0.1 0.2
H -8.068 2.116 -1.457 0.1 0.1 0.0
H -7.272 3.423 -2.342 0.0 0.0 0.1
H -8.372 3.811 -0.991 0.1 -0.1 -0.1
C -7.089 2.669 1.384 0.1 0.0 -0.1
H -7.897 3.393 1.544 0.1 -0.1 0.0
H -6.396 2.718 2.229 -0.1 0.0 -0.1
H -7.516 1.661 1.357 0.1 0.1 0.0
C -1.993 5.013 -0.374 0.0 -0.1 0.1
H -1.044 4.499 -0.555 -0.1 0.1 0.0
H -1.804 5.902 0.240 0.0 -0.1 -0.1
H -2.393 5.330 -1.343 0.1 0.0 0.1
C -2.377 3.722 2.101 0.0 0.2 -0.1
H -3.017 3.156 2.785 0.0 0.1 -0.1
H -2.176 4.710 2.535 0.0 -0.2 0.0
H -1.432 3.178 2.003 0.0 0.1 0.0
Cl 5.263 -0.854 -4.234 0.2 -0.1 0.2
C 5.897 -0.226 -2.690 0.5 0.0 -0.5
Cl 6.186 1.513 -2.970 0.1 -0.1 0.3
C 5.012 -0.385 -1.466 -3.0 1.5 4.6
O 5.403 0.315 -0.421 -1.4 -3.4 -4.1
O 3.827 -1.100 -1.472 4.6 3.5 -0.9
H 6.881 -0.696 -2.480 -0.7 0.3 -0.2
```
Forces are in eV/Å.

Frontier orbital gap (Ha): 0.144
Charge: +1

C26H44CrF6GeN3O2PS2SbSi3 | ωB97M-V/def2-TZVPD

```
90
Properties=species:S:1:pos:R:3:forces:R:3
Cr -0.275 1.167 -0.086 -0.1 -0.1 1.0
O -0.150 2.852 -0.109 0.0 -0.1 -0.3
F -1.960 -0.113 -1.017 -0.1 0.0 0.3
Sb -2.999 -1.499 -1.896 0.0 0.0 -0.3
F -1.496 -2.623 -1.813 0.1 0.0 0.0
F -3.596 -2.129 -0.228 0.0 0.0 0.0
F -3.987 -2.816 -2.817 0.0 0.0 0.0
F -4.438 -0.289 -1.971 0.0 0.1 0.0
F -2.367 -0.800 -3.552 0.0 0.0 0.0
C -3.900 1.898 4.270 0.1 0.0 0.0
Si -3.193 1.724 2.522 -0.1 0.0 0.0
C -4.290 0.505 1.610 0.1 0.0 0.0
C -3.372 3.395 1.675 0.0 0.0 0.0
Ge -0.917 1.026 2.409 0.0 -0.1 -0.3
Si 0.309 2.516 3.798 0.1 0.1 0.0
C -0.276 2.525 5.598 0.0 0.0 0.0
C 0.159 4.294 3.187 -0.1 -0.1 0.0
C 2.158 2.127 3.957 0.0 0.0 0.0
Si -0.706 -1.156 3.334 0.0 -0.1 0.0
C -1.600 -1.383 4.987 0.0 0.1 0.0
C 1.113 -1.570 3.678 0.0 0.0 -0.1
C -1.344 -2.471 2.157 0.0 0.1 0.0
H -4.958 2.172 4.218 0.0 0.0 0.0
H -3.382 2.670 4.843 0.0 0.0 0.0
H -3.820 0.960 4.822 0.0 0.0 0.0
H -5.329 0.848 1.609 0.0 0.0 0.0
H -4.257 -0.491 2.055 0.0 0.0 0.0
H -3.967 0.408 0.575 0.0 0.0 0.0
H -4.427 3.681 1.617 0.0 0.0 0.0
H -2.957 3.358 0.665 0.0 0.0 0.0
H -2.833 4.177 2.214 0.0 0.0 0.0
H -1.326 2.809 5.690 0.0 0.0 0.0
H 0.321 3.238 6.175 0.0 0.0 0.0
H -0.158 1.541 6.057 0.0 0.0 0.0
H -0.874 4.637 3.286 0.0 0.0 0.0
H 0.417 4.375 2.130 0.0 0.0 0.0
H 0.796 4.962 3.775 0.0 0.0 0.0
H 2.309 1.188 4.492 0.0 0.0 0.0
H 2.639 2.920 4.540 0.0 0.0 0.0
H 2.680 2.050 3.005 0.0 0.0 0.0
H -1.233 -0.683 5.740 0.0 0.0 0.0
H -1.461 -2.400 5.368 0.0 0.0 0.0
H -2.672 -1.211 4.871 0.0 0.0 0.0
H 1.542 -0.917 4.439 0.0 0.0 0.0
H 1.717 -1.476 2.771 0.0 0.0 0.0
H 1.194 -2.603 4.033 0.0 0.0 0.0
H -2.406 -2.344 1.943 0.0 0.0 0.0
H -1.197 -3.468 2.585 0.0 0.0 0.0
H -0.815 -2.427 1.202 0.0 0.0 0.0
S 3.041 0.547 -3.308 0.1 -0.1 0.1
P 1.326 -0.178 -3.960 -0.3 -0.2 -0.5
S 0.125 0.875 -2.767 0.0 0.4 -0.5
C 0.995 0.176 -5.719 0.1 0.1 0.1
C 1.811 -0.444 -6.663 0.1 0.0 0.0
C 1.608 -0.224 -8.014 0.0 0.0 0.0
C 0.579 0.612 -8.430 0.0 0.0 0.0
C -0.238 1.225 -7.495 0.0 0.0 0.0
C -0.030 1.014 -6.138 0.0 -0.1 0.1
C 1.089 -1.960 -3.887 0.2 0.0 0.1
C 0.070 -2.550 -4.630 0.0 0.0 0.0
C -0.130 -3.917 -4.553 -0.1 0.0 0.0
C 0.686 -4.692 -3.744 0.1 -0.1 0.1
C 1.708 -4.105 -3.012 0.0 0.0 0.0
C 1.909 -2.736 -3.079 0.1 0.0 0.0
H 2.604 -1.107 -6.336 0.0 0.0 0.0
H 2.245 -0.709 -8.743 0.0 0.0 0.0
H 0.413 0.778 -9.487 0.0 0.0 0.0
H -1.047 1.866 -7.818 0.0 0.0 0.0
H -0.673 1.481 -5.405 0.0 0.0 0.0
H -0.577 -1.945 -5.248 -0.1 0.0 0.0
H -0.941 -4.373 -5.105 0.0 0.0 0.0
H 0.517 -5.759 -3.675 0.0 0.0 0.0
H 2.343 -4.716 -2.382 0.0 0.0 0.0
H 2.708 -2.260 -2.523 -0.1 0.0 0.0
C 3.468 -2.621 0.474 0.0 0.1 0.0
N 3.246 -1.184 0.412 -0.1 -0.1 0.0
C 4.223 -0.286 0.687 0.0 0.0 0.0
C 3.994 1.038 0.702 0.0 0.0 0.0
C 2.654 1.488 0.445 0.0 -0.5 0.0
N 1.691 0.582 0.176 0.1 0.2 0.0
C 1.941 -0.756 0.126 0.1 0.1 -0.1
O 1.078 -1.572 -0.141 0.0 0.0 0.0
N 2.319 2.752 0.491 -0.1 0.3 0.0
H 4.508 -2.804 0.737 0.0 0.0 0.0
H 3.243 -3.079 -0.484 0.0 0.0 -0.1
H 2.814 -3.068 1.222 0.0 0.0 0.0
H 5.200 -0.703 0.896 0.0 0.0 0.0
H 4.782 1.740 0.924 0.0 0.0 0.0
H 3.011 3.431 0.754 0.1 0.0 0.0
H 1.271 2.992 0.284 -0.1 0.1 -0.1
```
Forces are in eV/Å.

Frontier orbital gap (alpha / beta) (Ha): 0.261 / 0.170
Charge: -1
Multiplicity: 5

C26H44F10N2O7 | ωB97M-V/def2-TZVPD

```
89
Properties=species:S:1:pos:R:3:forces:R:3
C 2.302 -1.998 2.634 0.2 0.6 0.5
C 3.259 -1.128 1.748 -0.8 -0.5 0.2
C 2.510 -0.196 0.755 0.1 -1.0 0.1
C 1.698 -1.095 -0.216 0.5 -0.1 -0.1
C 1.707 0.915 1.443 1.1 1.5 -1.5
F 1.475 0.771 2.797 -0.3 -1.3 -0.5
O 2.518 2.116 1.435 -0.6 0.4 0.9
C 1.628 3.045 1.987 -1.2 -3.5 -2.5
O 1.900 3.943 2.632 1.2 3.6 2.2
O 0.334 2.676 1.651 1.1 0.3 -0.6
C 0.488 1.571 0.738 -2.2 -1.4 -0.3
C -0.830 0.765 0.677 -0.6 -0.4 1.1
C -1.312 0.211 2.045 0.5 0.3 -0.1
C -2.819 -0.099 2.099 0.2 0.3 0.1
O -2.975 -1.542 2.236 0.4 0.4 0.5
C -3.936 -1.860 3.138 1.2 -1.4 1.5
C -3.539 -2.595 4.429 0.8 -0.6 -0.8
O -5.072 -1.626 2.974 -2.7 1.1 -0.9
C 0.713 2.044 -0.744 1.7 0.2 1.0
C 0.398 3.538 -0.990 0.0 -0.6 -0.6
C -1.077 3.841 -1.335 1.1 0.3 -0.1
F -1.706 2.766 -1.847 -0.3 -0.3 0.4
F -1.060 4.754 -2.354 -0.2 0.3 0.1
C -1.893 4.516 -0.204 -1.0 0.7 -1.3
F -1.174 5.575 0.201 0.3 -0.1 0.5
F -2.173 3.701 0.815 0.3 -0.4 0.3
C -3.264 5.115 -0.685 -0.4 0.2 1.0
F -3.084 6.277 -1.315 0.3 0.1 -0.4
F -3.940 4.277 -1.474 0.1 -0.3 -0.4
C -4.215 5.447 0.523 -0.4 0.1 -0.8
F -5.162 6.282 0.114 -0.3 0.5 -0.5
F -4.848 4.367 0.937 0.1 -0.8 0.5
F -3.579 6.038 1.508 0.6 0.0 0.7
H 2.380 -3.074 2.435 -0.2 0.3 -0.2
H 2.563 -1.860 3.697 -0.1 -0.1 -0.4
H 1.259 -1.654 2.562 0.3 -0.4 -0.1
H 3.810 -1.844 1.117 0.3 0.6 0.3
H 3.938 -0.567 2.405 -0.1 -0.1 -0.4
H 3.293 0.293 0.152 -0.4 0.1 0.3
H 0.788 -1.522 0.226 0.2 0.3 -0.2
H 2.344 -1.950 -0.479 -0.2 0.3 0.1
H 1.493 -0.588 -1.170 -0.3 -0.1 0.4
H -0.756 -0.082 -0.020 0.2 0.5 0.1
H -1.640 1.390 0.267 0.5 0.0 0.1
H -1.027 0.939 2.823 -0.4 -0.2 -0.2
H -0.743 -0.701 2.295 -0.4 0.2 -0.1
H -3.367 0.281 1.222 0.3 -0.4 0.1
H -3.278 0.389 2.976 0.2 -0.2 -0.2
H -2.712 -3.292 4.210 -0.1 0.5 0.3
H -3.255 -1.881 5.215 0.1 -0.2 -0.3
H -4.380 -3.204 4.777 0.0 0.4 -0.1
H 1.798 1.932 -0.933 -0.4 0.1 -0.1
H 0.217 1.363 -1.443 -0.1 0.4 0.2
H 0.777 4.201 -0.202 -0.3 -0.3 -0.1
H 0.961 3.826 -1.894 -0.4 -0.1 0.2
C 8.446 -3.078 -1.435 0.2 -0.1 -0.1
C 7.334 -2.586 -2.357 -0.1 0.0 0.4
C 6.922 -1.122 -2.122 0.0 0.0 -0.2
O 6.146 -0.897 -0.956 0.1 0.1 0.0
C 6.878 -0.884 0.258 -0.3 -0.1 0.1
N 6.188 -3.495 -2.245 -0.1 0.2 -0.1
H 8.084 -3.333 -0.440 -0.1 0.1 0.0
H 8.896 -3.985 -1.843 -0.1 0.0 0.0
H 9.236 -2.331 -1.333 0.0 0.0 0.0
H 7.715 -2.646 -3.381 -0.1 0.1 0.0
H 6.287 -0.814 -2.956 -0.1 0.0 0.1
H 7.796 -0.456 -2.131 0.1 -0.1 0.1
H 7.865 -0.430 0.139 0.0 -0.1 0.0
H 6.969 -1.897 0.655 0.2 0.0 0.1
H 6.311 -0.300 0.984 0.0 0.1 -0.1
H 5.495 -3.241 -2.945 0.1 -0.1 -0.1
H 5.724 -3.295 -1.361 0.1 -0.1 0.0
C -5.462 -0.156 -2.200 0.0 0.2 -0.1
C -4.390 -1.215 -2.441 -0.3 0.0 0.2
C -4.940 -2.576 -2.899 0.1 0.0 -0.1
O -5.563 -3.343 -1.883 0.0 0.1 -0.2
C -6.873 -2.931 -1.537 0.1 -0.1 0.2
N -3.571 -1.343 -1.230 0.1 -0.2 -0.1
H -5.968 -0.282 -1.243 0.0 -0.1 0.0
H -5.011 0.838 -2.184 0.0 0.0 0.0
H -6.215 -0.167 -2.991 0.0 0.0 0.0
H -3.749 -0.844 -3.248 0.0 -0.1 0.0
H -4.097 -3.182 -3.242 0.0 0.0 0.1
H -5.616 -2.463 -3.758 -0.1 0.1 0.1
H -7.433 -2.581 -2.409 0.0 0.1 0.0
H -6.842 -2.156 -0.768 -0.1 0.1 -0.1
H -7.391 -3.790 -1.111 0.1 -0.1 -0.1
H -2.786 -1.958 -1.431 0.0 0.1 0.0
H -4.116 -1.863 -0.544 0.0 0.1 0.1
```
Forces are in eV/Å.

Frontier orbital gap (Ha): 0.355
Charge: 0

For the records above, the corresponding E values read -3530.9818 -7299.3275 -2651.9185 hartree.